Formula: C4H9NO
Source: the OMol25 dataset
Level of theory: the ωB97M-V functional and the def2-TZVPD basis

Computed properties:
LUMO   0.832 eV
Charge   0
Relative energy (zero: lowest compared OMol25 entry of this formula, charge and spin)   131.1 kcal/mol
HOMO level   -9.0 eV
F_max   0.1189 Eh/bohr
2S+1   1

Each line ends with the natural charge from an NBO analysis.
Positions of all 15 atoms, in Å:
O (2.39144, 0.23700, 0.16738)  -0.731
C (1.15830, -0.46517, 0.25240)  -0.076
C (0.01920, 0.17462, -0.51252)  -0.111
C (-0.96702, 1.16729, 0.01526)  -0.458
C (-1.85364, -0.07505, 0.43422)  -0.263
N (-1.07256, -0.89566, -0.53537)  -0.561
H (2.72621, 0.34787, -0.76335)  0.475
H (1.28310, -1.62610, -0.06829)  0.186
H (0.78704, -0.40458, 1.41579)  0.180
H (0.35929, 0.35343, -1.50349)  0.182
H (-0.44225, 1.48885, 0.86008)  0.215
H (-1.45160, 2.14392, -0.37191)  0.251
H (-2.93415, -0.32024, 0.03999)  0.212
H (-1.65430, -0.81614, 1.41230)  0.189
H (-0.43802, -1.60347, 0.25128)  0.309